1.
{"formula": "CN2O3", "method": "the ωB97M-V functional and the def2-TZVPD basis", "mol_weight_g_mol": 88.02, "spin_multiplicity": 1, "charge": 0, "smiles": "N#CO[N+](=O)[O-]", "energy_ev": -10154.068, "lumo_ev": -0.82, "elements": ["C", "N", "N", "O", "O", "O"], "xyz": [[-0.57846, 1.10213, 0.36105], [-0.28421, 2.06252, 0.90902], [0.35161, -0.90508, -0.30971], [-0.82150, 0.09300, -0.35663], [-0.05178, -1.99145, -0.33208], [1.38435, -0.36112, -0.27164]]}

***

2.
{"formula": "CN2O6S", "method": "the ωB97M-V functional and the def2-TZVPD basis", "mol_weight_g_mol": 168.09, "spin_multiplicity": 1, "charge": -2, "energy_ev": -27134.539, "lumo_ev": 6.02, "elements": ["C", "N", "N", "O", "O", "O", "O", "O", "O", "S"], "xyz": [[0.88593, 1.67313, -1.86477], [1.67897, 1.26146, -1.11733], [-2.38972, -1.68624, 0.74331], [-1.70144, -2.04482, -0.18233], [0.22422, 2.22873, -2.68477], [-3.36822, -0.99280, 0.56429], [-2.15572, -2.09608, 1.93949], [1.21524, 0.88884, 1.46509], [3.55582, 0.53619, 0.67458], [2.05494, 0.23161, 0.46243]]}

***

3.
{"formula": "CN2OS", "method": "the ωB97M-V functional and the def2-TZVPD basis", "mol_weight_g_mol": 88.09, "spin_multiplicity": 3, "charge": 0, "s_squared": 2.0063, "energy_ev": -16894.233, "lumo_ev": [0.68, -3.25], "elements": ["C", "N", "N", "O", "S"], "xyz": [[-1.47651, 0.01232, -0.35080], [0.39806, 1.31979, 0.44047], [1.03221, 0.41033, 0.16194], [-1.77202, -0.97900, 0.00913], [1.81825, -0.76345, -0.26074]]}

***

4.
{"formula": "CN3O2S", "method": "the ωB97M-V functional and the def2-TZVPD basis", "mol_weight_g_mol": 118.10, "spin_multiplicity": 1, "charge": -1, "energy_ev": -20433.478, "lumo_ev": 2.66, "elements": ["C", "N", "N", "N", "O", "O", "S"], "xyz": [[-1.02605, 1.99943, 0.99461], [-0.81517, 3.11436, 0.69301], [0.45304, -1.80307, -0.42930], [0.66403, -1.03215, -1.27315], [0.81905, -2.78829, 0.21309], [0.49301, 0.03689, -1.82485], [-0.58791, 0.47283, 1.62659]]}

***

5.
{"formula": "CN4O4", "method": "the ωB97M-V functional and the def2-TZVPD basis", "mol_weight_g_mol": 132.03, "spin_multiplicity": 1, "charge": 0, "smiles": "N#CN([N+](=O)[O-])[N+](=O)[O-]", "energy_ev": -15178.060, "lumo_ev": -1.24, "elements": ["C", "N", "N", "N", "N", "O", "O", "O", "O"], "xyz": [[-0.32439, 1.33232, 0.03858], [-0.88416, 2.34673, -0.10658], [-0.00764, -0.04147, 0.11810], [-1.08598, -1.01535, -0.05693], [1.50382, -0.19985, 0.09333], [-2.11984, -0.50871, 0.11235], [-0.81195, -2.13560, -0.23348], [1.98608, -1.30456, 0.16538], [1.99248, 0.85684, -0.13387]]}

***

6.
{"formula": "CNO2S2", "method": "the ωB97M-V functional and the def2-TZVPD basis", "mol_weight_g_mol": 122.15, "spin_multiplicity": 1, "charge": -1, "energy_ev": -28291.795, "lumo_ev": 1.94, "elements": ["C", "N", "O", "O", "S", "S"], "xyz": [[1.71505, 0.39997, 0.24575], [2.41880, 1.12714, -0.24265], [-0.69278, -1.05026, -1.30731], [-1.09284, -1.36984, 1.17060], [-1.61180, 1.36729, 0.11600], [-0.73644, -0.47431, 0.01761]]}

***

Quick rundown of relative energy (zero: lowest compared OMol25 entry of this formula, charge and spin), same order as above: 105.1, 0.0, 32.5, 40.8, 47.5, 60.2 kcal per mole